Record 1
ORCA calculation (ωB97M-V/def2-TZVPD) on a single H5N3S molecule.

```
9
Properties=species:S:1:pos:R:3:forces:R:3
N 0.104 0.743 -1.534 -2.18 -1.06 -0.68
N -0.684 -1.004 1.684 1.05 -1.45 -1.76
N 0.433 0.789 -0.212 -1.75 -3.19 2.24
S 0.687 -1.014 0.661 -0.07 1.75 -0.79
H 0.817 0.472 -2.179 0.83 -0.39 -0.22
H -0.633 0.000 -1.567 0.64 1.24 -0.54
H -1.439 -0.940 1.032 -0.94 0.04 0.15
H -0.603 -0.179 2.191 -0.24 1.69 1.39
H 1.319 1.133 -0.077 2.65 1.38 0.19
```
Positions in Å, forces in eV/Å.

The calculation puts the LUMO energy at 0.74 eV. For the energy above the lowest of the compared OMol25 structures with the same formula, charge and spin, the calculation gives 19.59 kcal per mole. The value obtained for the molar mass is 79.13 g mol⁻¹. As for the charge: 0. Its SMILES is NNSN. The frontier orbital gap comes out at 9.18 eV. As for the highest occupied orbital energy: -8.439 eV. The value obtained for the total energy is -15384.280 eV.

---

Record 2
ORCA calculation (ωB97M-V/def2-TZVPD) on a single CH3N3S2 molecule.

```
9
Properties=species:S:1:pos:R:3:forces:R:3
C -0.906 1.241 0.667 0.73 0.36 -0.27
N -1.036 0.190 0.000 -1.74 -0.15 0.91
N -0.070 -0.289 -0.744 2.18 -2.44 -0.76
N 0.175 -1.740 -0.430 -0.68 2.04 -0.31
S 0.675 2.055 0.747 0.05 0.11 0.27
S 1.467 0.780 -0.659 -0.37 -0.26 -0.06
H -1.717 1.693 1.202 -0.29 0.04 0.19
H 0.701 -2.107 -1.214 0.03 0.16 0.09
H 0.711 -1.823 0.430 0.10 0.15 -0.06
```
Positions in Å, forces in eV/Å.

The calculation puts the LUMO energy at 0.27 eV. For the energy above the lowest of the compared OMol25 structures with the same formula, charge and spin, the calculation gives 18.88 kcal per mole. The value obtained for the molar mass is 121.19 g mol⁻¹. As for the charge: 0. Its SMILES is NN1N=CSS1. The frontier orbital gap comes out at 8.18 eV. As for the highest occupied orbital energy: -7.908 eV. The value obtained for the total energy is -27223.645 eV.

---

Record 3
ORCA calculation (ωB97M-V/def2-TZVPD) on a 19-piece molecular cluster, C8H53NO21SSi overall.

```
85
Properties=species:S:1:pos:R:3:forces:R:3
C -1.267 1.277 -0.789 0.24 0.42 0.29
Si -0.196 0.638 -2.222 -1.48 1.85 -0.55
C -1.159 -0.766 -3.080 -0.33 -0.40 0.73
C -0.075 2.067 -3.511 0.86 -0.94 0.23
C 1.606 0.204 -1.752 0.11 -1.45 0.21
C 1.913 -1.152 -2.522 -0.11 -1.17 -0.92
N 3.171 -1.781 -1.947 -1.65 1.43 1.88
C 3.285 -1.107 -0.656 2.30 0.05 0.23
O 4.349 -1.177 -0.029 -2.58 0.25 -0.60
C 1.943 -0.312 -0.303 1.50 -0.80 -1.45
S 2.062 0.862 1.096 -3.06 1.21 3.95
C 3.755 1.447 1.464 0.06 0.70 -0.72
O 1.198 2.068 0.969 2.14 -1.87 -1.19
O 1.573 0.103 2.320 1.51 0.30 -2.22
H -2.336 1.374 -1.138 1.25 -0.37 0.51
H -0.917 2.306 -0.495 -0.19 -0.98 -0.27
H -1.157 0.618 0.107 -0.45 0.54 -0.65
H -1.257 -1.612 -2.336 0.16 0.53 -0.95
H -0.733 -1.111 -4.054 -0.39 0.16 0.83
H -2.213 -0.385 -3.213 1.08 -0.25 -0.04
H 0.514 2.930 -3.102 -0.77 -0.56 -0.37
H -1.070 2.373 -3.903 0.84 -0.12 0.43
H 0.529 1.646 -4.360 -0.56 0.52 0.46
H 2.312 1.035 -2.012 -0.58 -0.81 -0.03
H 1.960 -1.112 -3.649 0.21 0.56 1.28
H 1.176 -1.994 -2.364 -0.18 1.53 0.05
H 2.820 -2.694 -1.621 0.96 -0.14 -0.50
H 1.267 -1.153 -0.007 0.13 1.05 0.14
H 4.486 0.646 1.703 -0.82 0.49 -0.35
H 4.066 2.083 0.589 -0.16 -0.84 0.74
H 3.647 2.170 2.316 -0.27 -0.94 -0.71
O -4.184 1.007 -1.798 -0.54 0.00 -0.25
H -4.824 0.714 -1.135 0.10 -0.14 0.25
H -4.661 1.668 -2.311 0.07 0.00 -0.04
O -0.904 -1.623 0.927 0.16 -0.23 -0.33
H -0.747 -2.558 0.715 0.19 -0.09 0.12
H -0.147 -1.380 1.475 -0.07 0.01 0.07
O -1.368 -1.282 3.814 -0.03 0.05 0.27
H -0.654 -0.797 3.384 -0.04 0.06 -0.01
H -1.336 -0.973 4.726 0.18 0.21 -0.08
O 2.509 0.111 -5.602 0.20 -0.06 -0.01
H 3.308 -0.348 -5.318 -0.01 -0.01 -0.01
H 2.416 -0.135 -6.529 -0.07 0.08 0.00
O -4.990 0.143 0.927 0.02 0.29 -0.14
H -4.199 0.610 1.226 -0.04 -0.06 0.05
H -5.332 -0.271 1.724 0.01 -0.12 -0.06
O 2.532 -2.814 1.671 0.02 -0.11 0.00
H 3.264 -2.345 1.247 0.10 -0.11 0.17
H 2.535 -2.488 2.578 -0.15 0.07 -0.04
O 0.240 -4.415 0.696 -0.10 0.32 0.13
H 1.028 -3.954 1.019 0.21 0.00 0.02
H -0.131 -4.828 1.486 -0.04 -0.26 -0.13
O 3.865 2.444 -2.798 0.13 -0.09 -0.08
H 4.668 1.986 -2.523 0.02 0.08 0.01
H 3.762 2.199 -3.726 -0.13 0.05 0.01
O -4.028 2.051 2.978 -0.05 0.34 0.06
H -4.834 2.572 2.887 -0.09 -0.17 -0.04
H -3.743 2.218 3.883 0.10 -0.09 -0.03
O -0.679 3.868 -5.647 -0.02 0.31 -0.44
H -0.862 3.789 -6.590 -0.02 -0.01 0.03
H -0.473 4.802 -5.525 0.00 -0.04 0.14
O -1.981 -6.127 1.918 -0.16 0.23 0.10
H -2.191 -6.522 1.064 0.05 0.00 -0.01
H -2.321 -5.225 1.846 -0.03 -0.01 -0.08
O -4.865 -5.536 3.369 0.08 -0.05 0.08
H -5.278 -6.225 3.900 -0.04 0.04 0.00
H -4.038 -5.933 3.073 0.07 -0.08 -0.05
O 6.090 2.713 2.678 0.15 -0.10 0.09
H 6.111 2.557 3.629 -0.05 0.07 0.00
H 6.821 2.187 2.339 0.02 0.07 -0.03
O 2.035 1.809 5.117 -0.02 -0.01 -0.30
H 1.834 1.411 4.256 0.00 -0.09 0.09
H 1.682 2.701 5.049 0.00 -0.01 0.04
O -2.146 -3.254 6.139 -0.06 0.03 0.06
H -2.627 -3.911 5.624 -0.01 0.03 0.01
H -2.127 -2.481 5.566 -0.04 -0.29 -0.09
O 1.283 5.641 -2.781 0.11 -0.03 -0.01
H 1.313 5.480 -1.833 -0.07 0.01 -0.01
H 2.012 5.117 -3.130 -0.02 -0.01 0.00
O -3.053 4.807 1.307 -0.02 -0.01 0.09
H -3.447 4.112 1.848 0.13 -0.08 -0.07
H -2.231 4.416 0.992 -0.03 -0.02 -0.03
O -3.702 -2.609 -0.306 0.14 -0.27 -0.14
H -2.843 -2.411 0.082 -0.07 0.28 0.12
H -3.714 -2.091 -1.118 -0.06 0.07 0.07
```
Positions in Å, forces in eV/Å.

The calculation puts the LUMO energy at -0.11 eV. For the energy above the lowest of the compared OMol25 structures with the same formula, charge and spin, the calculation gives 0.00 kcal per mole. The value obtained for the molar mass is 559.65 g mol⁻¹. As for the charge: 0. The frontier orbital gap comes out at 9.39 eV. As for the highest occupied orbital energy: -9.503 eV. The value obtained for the total energy is -72355.980 eV.

---

Record 4
ORCA calculation (ωB97M-V/def2-TZVPD) on a single C21H24ClN3O4 molecule.

```
53
Properties=species:S:1:pos:R:3:forces:R:3
C 6.423 -3.359 -0.058 0.15 0.10 -0.18
H 6.344 -2.267 -0.081 -0.01 -0.05 -0.01
O 5.564 -3.919 0.907 -0.27 -0.11 0.20
C 4.227 -3.726 0.785 -0.22 -0.01 0.04
C 3.614 -3.004 -0.235 0.43 0.00 -0.05
C 2.238 -2.861 -0.262 -0.24 -0.13 0.25
C 1.443 -3.436 0.725 0.36 -0.12 0.01
C 2.066 -4.174 1.735 -0.08 0.09 -0.10
C 3.432 -4.314 1.773 0.20 0.05 -0.11
H 3.918 -4.876 2.554 0.05 -0.07 0.10
H 1.444 -4.632 2.489 -0.04 -0.04 0.05
C -0.041 -3.357 0.767 -0.18 0.10 -0.04
O -0.705 -4.125 1.436 -0.03 -0.07 0.08
N -0.571 -2.342 0.014 0.59 0.22 -0.16
C -1.893 -2.027 -0.218 -0.44 0.10 -0.08
C -2.943 -2.819 0.256 0.07 -0.14 0.08
C -4.254 -2.509 -0.030 0.03 0.27 -0.19
C -4.540 -1.396 -0.807 0.12 0.01 0.05
C -3.525 -0.581 -1.267 -0.03 -0.17 0.10
C -2.194 -0.865 -0.965 -0.11 -0.40 0.16
C -1.108 0.040 -1.427 -0.22 0.20 -0.04
O 0.051 -0.332 -1.601 0.25 -0.01 -0.04
N -1.464 1.323 -1.639 -0.30 0.12 0.00
H -2.383 1.630 -1.365 0.10 -0.12 0.01
C -0.495 2.322 -2.023 0.50 0.15 0.17
H -1.012 3.127 -2.548 0.02 -0.06 -0.04
H 0.210 1.842 -2.706 -0.09 0.14 -0.03
C 0.314 2.882 -0.830 -0.08 -0.18 -0.31
N -0.367 3.753 0.094 -0.09 0.06 0.04
C -1.391 3.150 0.921 -0.02 0.29 0.34
C -1.713 4.121 2.060 -0.03 -0.43 -0.01
H -2.519 3.734 2.686 0.08 -0.01 0.00
O -2.163 5.357 1.555 -0.16 0.06 -0.02
C -1.191 5.935 0.716 0.13 0.10 -0.37
C -0.843 5.008 -0.452 -0.04 0.16 0.34
H -0.054 5.458 -1.057 -0.01 0.04 -0.04
H -1.744 4.878 -1.078 0.05 0.03 -0.03
H -1.617 6.873 0.355 0.08 -0.03 0.00
H -0.277 6.142 1.291 -0.05 0.01 -0.07
H -0.811 4.272 2.670 -0.06 -0.05 -0.03
H -1.021 2.207 1.327 -0.04 -0.04 0.00
H -2.325 2.959 0.363 0.01 -0.03 0.07
H 1.160 3.442 -1.238 0.05 -0.07 -0.01
H 0.709 2.035 -0.262 0.07 0.01 -0.08
H -3.781 0.257 -1.898 -0.02 0.06 -0.04
Cl -6.181 -1.019 -1.210 -0.17 0.03 -0.04
H -5.053 -3.135 0.335 -0.08 -0.05 0.02
H -2.705 -3.690 0.845 -0.01 0.01 0.00
H 0.073 -1.728 -0.487 -0.15 -0.20 0.14
H 1.807 -2.307 -1.083 -0.06 0.07 -0.08
H 4.197 -2.549 -1.020 0.07 0.02 -0.05
H 6.220 -3.759 -1.057 0.00 0.03 0.04
H 7.430 -3.640 0.245 -0.06 0.05 -0.06
```
Positions in Å, forces in eV/Å.

The calculation puts the LUMO energy at 0.27 eV. For the energy above the lowest of the compared OMol25 structures with the same formula, charge and spin, the calculation gives 2.48 kcal per mole. The value obtained for the molar mass is 417.89 g mol⁻¹. As for the charge: 0. Its SMILES is COc1ccc(C(=O)Nc2ccc(Cl)cc2C(=O)NCCN2CCOCC2)cc1. The frontier orbital gap comes out at 8.60 eV. As for the highest occupied orbital energy: -8.333 eV. The value obtained for the total energy is -47350.011 eV.

---

- molar mass of number 3 (C8H53NO21SSi)?
  559.65 g mol⁻¹